Entry 1:
ORCA calculation (wB97M-V/def2-TZVPD) on a structure of composition CH14BaO10 in a non-equilibrium geometry.

Geometry as XYZ:
```
26
Properties=species:S:1:pos:R:3:lowdin_charge:R:1
Ba 0.1446 0.1411 -0.0598 2.1242
C -1.1049 -1.8335 2.3411 -0.9663
O -0.1441 -0.9633 2.4964 -0.3078
O -1.3827 -2.6619 3.2683 -0.1161
O -1.7050 -1.9465 1.1754 -0.2481
O 0.9802 2.1504 1.5498 -0.1853
H 1.3368 3.0456 1.5495 0.0574
H 0.8919 1.9090 2.4870 0.0685
O 2.7230 -0.4759 0.7079 -0.1653
H 3.1390 -0.7586 1.5339 0.0775
H 3.1406 -1.0138 0.0245 0.0428
O -2.1714 -1.0340 -1.2706 -0.2035
H -3.1152 -0.9907 -1.4494 0.0407
H -2.0999 -1.5055 -0.3913 -0.0302
O -2.1728 1.1627 1.1427 -0.1546
H -2.3491 1.3337 2.0753 0.0640
H -3.0378 1.0255 0.7421 0.0503
O -0.9482 1.3193 -2.4504 -0.1474
H -0.3797 1.8530 -3.0191 0.0452
H -1.7927 1.2773 -2.9129 0.0571
O 2.1494 1.6527 -1.3055 -0.1615
H 3.0203 1.8276 -0.9250 0.0596
H 2.3109 1.5366 -2.2513 0.0584
O 0.7203 -1.9898 -1.6088 -0.1826
H 0.2067 -2.8012 -1.7307 0.0758
H 1.6399 -2.2598 -1.7189 0.0472
```

Results
* LUMO level: -1.1 eV
* net charge: 0
* energy above the lowest of the compared OMol25 structures with the same formula, charge and spin: 0.000 eV
* E_tot: -824.48081 Eh
* maximum force: 2.8 eV/Å



Entry 2:
ORCA calculation (wB97M-V/def2-TZVPD) on the molecule C22H21NO7.

Geometry as XYZ:
```
51
Properties=species:S:1:pos:R:3:lowdin_charge:R:1
C 0.7269 1.6019 -2.8738 -0.0516
O 1.2866 0.3920 -2.4210 -0.1163
C 1.0713 -0.0120 -1.1355 -0.1776
C 0.4756 0.7786 -0.1716 0.0499
C 0.2588 0.3329 1.1446 -0.1815
C -0.3349 1.2760 2.0486 0.0778
C -0.5384 1.2957 3.3918 -0.0277
C -0.3854 0.2206 4.3891 -0.4009
O -0.4986 -0.9584 4.1787 0.1299
O -0.1901 0.6278 5.6645 0.0978
C 0.0395 1.9960 5.9340 -0.5508
C 1.4713 2.3802 5.5463 0.0344
C -0.2197 2.2038 7.4226 0.0287
O -0.8886 2.8076 5.2382 0.0994
C -1.0990 2.5661 3.9279 -0.4284
O -1.7222 3.3532 3.2677 0.1351
C 0.6433 -0.9730 1.4657 0.0054
C 1.2396 -1.7673 0.5136 0.0230
C 1.4790 -1.3179 -0.7843 -0.1786
O 2.0570 -2.2372 -1.6047 -0.0280
C 2.5744 -1.8899 -2.8723 -0.0731
C 1.5210 -1.6099 -3.9560 -0.4624
O 1.8121 -1.0175 -4.9689 0.0777
N 0.3105 -2.1339 -3.6496 0.1504
C -0.9002 -2.0226 -4.3416 -0.2149
C -1.0047 -1.3887 -5.5753 -0.0132
C -2.2350 -1.3128 -6.2030 -0.0805
C -3.3634 -1.8618 -5.6181 -0.1004
C -3.2591 -2.4920 -4.3890 -0.0900
C -2.0362 -2.5725 -3.7514 -0.0302
H -0.3556 1.6250 -2.7173 0.1055
H 1.1912 2.4661 -2.3893 0.0992
H 0.9414 1.6243 -3.9411 0.1000
H 0.1682 1.7798 -0.4297 0.1134
H -0.6255 2.2105 1.5734 0.1305
H 1.6355 3.4305 5.7696 0.0992
H 2.1726 1.7731 6.1116 0.0985
H 1.6356 2.2136 4.4829 0.0916
H 0.4573 1.5811 7.9979 0.0957
H -1.2441 1.9228 7.6491 0.0978
H -0.0721 3.2492 7.6727 0.0960
H 0.4556 -1.3687 2.4482 0.0944
H 1.5390 -2.7761 0.7501 0.1263
H 3.2460 -1.0289 -2.8185 0.1431
H 3.1554 -2.7644 -3.1847 0.1451
H 0.2522 -2.6327 -2.7696 0.1442
H -0.1265 -0.9641 -6.0315 0.0995
H -2.3092 -0.8205 -7.1611 0.1038
H -4.3193 -1.8002 -6.1158 0.0987
H -4.1331 -2.9227 -3.9236 0.1028
H -1.9560 -3.0627 -2.7906 0.1109
```

Results
* LUMO level: -0.8 eV
* net charge: 0
* SMILES: COc1cc(C=C2C(=O)OC(C)(C)OC2=O)ccc1OCC(=O)Nc1ccccc1
* energy above the lowest of the compared OMol25 structures with the same formula, charge and spin: 0.049 eV
* E_tot: -1432.39938 Eh
* maximum force: 1.0 eV/Å



Entry 3:
ORCA calculation (wB97M-V/def2-TZVPD) on a cluster of 5 separate species, H10O4S2 in total.

Geometry as XYZ:
```
16
Properties=species:S:1:pos:R:3:lowdin_charge:R:1
S 2.6078 -0.9265 0.7854 0.2228
S 4.2023 -1.8452 -0.1333 0.2172
H 1.7479 -1.9453 0.9722 -0.1892
H 4.8844 -2.2712 0.9475 -0.2058
O -3.9449 -0.0133 -3.2601 -0.0555
H -4.0637 0.8830 -2.9165 0.0537
H -3.7875 0.1072 -4.2103 0.0618
O -0.2073 0.4639 1.1353 -0.0939
H -0.0455 0.6423 0.2005 0.0134
H -1.1398 0.6464 1.2751 0.0414
O 1.2874 1.8972 3.9287 -0.0687
H 1.6132 1.3846 4.6842 0.0377
H 1.0714 1.2993 3.2082 -0.0025
O -1.2240 0.2071 -2.1256 -0.0618
H -0.8315 -0.6673 -2.1839 0.0402
H -2.1700 0.1378 -2.3074 -0.0109
```

Results
* LUMO level: 0.4 eV
* net charge: 0
* SMILES: SS.O.O.O.O
* energy above the lowest of the compared OMol25 structures with the same formula, charge and spin: 0.425 eV
* E_tot: -1103.31471 Eh
* maximum force: 0.7 eV/Å



Entry 4:
ORCA calculation (wB97M-V/def2-TZVPD) on a cluster of 14 separate species, C60H126N2O12 in total in a non-equilibrium geometry.

Geometry as XYZ:
```
200
Properties=species:S:1:pos:R:3:lowdin_charge:R:1
C 0.2089 -3.8498 1.5870 -0.1711
C -0.9681 -4.6881 1.2465 -0.2076
C -1.1648 -5.5869 2.3853 -0.2347
O 0.1453 -5.9523 2.6717 -0.1214
C 1.0498 -4.8814 2.3280 -0.1607
H -0.1592 -2.9794 2.1302 0.0866
H 0.7401 -3.3841 0.7570 0.1034
H -0.8324 -5.2340 0.3128 0.1137
H -1.8807 -4.1182 1.0720 0.0985
H -1.6878 -6.5355 2.2634 0.1334
H -1.5984 -5.0224 3.2108 0.1065
H 1.8135 -5.1889 1.6137 0.1078
H 1.4967 -4.4620 3.2294 0.1067
C 4.4066 -2.5214 -2.8903 -0.1658
C 5.3408 -3.6505 -2.8109 -0.2176
C 6.4882 -3.3736 -3.6881 -0.1942
O 5.8094 -2.7034 -4.7318 -0.1193
C 4.8577 -1.8282 -4.1675 -0.1904
H 4.5248 -1.8119 -2.0713 0.1035
H 3.3771 -2.8790 -2.9051 0.0994
H 4.7383 -4.5275 -3.0473 0.1196
H 5.6316 -3.8312 -1.7761 0.0962
H 6.9011 -4.2983 -4.0914 0.1272
H 7.3080 -2.8298 -3.2188 0.1252
H 4.0186 -1.6713 -4.8452 0.1065
H 5.2922 -0.8374 -4.0346 0.1142
C 0.7957 -1.9831 4.7974 -0.1812
C -0.4109 -2.7108 5.3335 -0.1584
C -1.3104 -1.5488 5.6686 -0.2223
O -0.4381 -0.5580 6.1222 -0.1492
C 0.8198 -0.6063 5.4490 -0.1642
H 0.5927 -1.8292 3.7376 0.0785
H 1.6575 -2.6337 4.9464 0.1123
H -0.1733 -3.3294 6.1990 0.1194
H -0.9215 -3.4147 4.6763 0.0981
H -2.1515 -1.7021 6.3446 0.1305
H -1.7191 -1.1819 4.7271 0.1042
H 1.6325 -0.5959 6.1753 0.1219
H 0.8357 0.2076 4.7242 0.1099
C 6.0679 3.4624 3.1459 -0.1455
C 5.9238 2.5703 1.9037 -0.1507
C 4.4452 2.5346 1.5509 -0.1991
O 3.9281 3.7350 2.1142 -0.1416
C 4.6701 4.0178 3.2979 -0.2195
H 6.8038 4.2659 3.1135 0.1082
H 6.3547 2.9310 4.0533 0.1080
H 6.2804 1.5578 2.0928 0.0949
H 6.4867 2.8503 1.0132 0.1100
H 3.8881 1.7065 1.9890 0.1070
H 4.3409 2.4777 0.4674 0.1064
H 4.1516 3.5595 4.1401 0.1177
H 4.6769 5.0879 3.5054 0.1132
C 0.6545 -4.7175 -2.6120 -0.1543
C 1.0641 -5.1974 -4.0249 -0.1281
C 0.2162 -4.2918 -4.9541 -0.1819
O 0.4104 -3.0727 -4.2815 -0.1675
C 0.3900 -3.2687 -2.8749 -0.2262
H 1.4090 -4.7769 -1.8275 0.1030
H -0.2389 -5.1936 -2.2079 0.1061
H 0.8975 -6.2578 -4.2142 0.1057
H 2.1378 -5.0634 -4.1562 0.1047
H -0.8675 -4.4091 -4.9567 0.1095
H 0.5214 -4.2335 -5.9989 0.1253
H -0.5482 -2.9729 -2.4055 0.0936
H 1.0588 -2.5395 -2.4177 0.1040
C -2.8269 -1.5379 -4.5589 -0.1664
C -4.1557 -0.7369 -4.6267 -0.1532
C -4.6745 -1.1600 -5.9844 -0.1764
O -3.4327 -1.3274 -6.7261 -0.1746
C -2.3978 -1.9800 -5.9600 -0.1706
H -2.9435 -2.4002 -3.9024 0.1031
H -1.9665 -0.9944 -4.1684 0.0813
H -3.9736 0.3369 -4.6701 0.1094
H -4.8419 -1.0345 -3.8337 0.1018
H -5.2288 -0.3781 -6.5035 0.1191
H -5.2353 -2.0927 -6.0446 0.1178
H -1.4172 -1.5498 -6.1639 0.1095
H -2.4867 -3.0367 -6.2120 0.1114
C -4.6854 -2.4903 2.5613 -0.1914
C -4.9659 -1.0895 2.1684 -0.1780
C -5.8961 -1.3256 1.0007 -0.1921
O -6.6396 -2.5093 1.2592 -0.0966
C -5.9610 -3.2006 2.2544 -0.2324
H -4.4851 -2.5019 3.6326 0.1171
H -3.8025 -2.8471 2.0309 0.1012
H -4.0379 -0.5859 1.8977 0.0843
H -5.3743 -0.5299 3.0099 0.1205
H -5.2965 -1.3714 0.0916 0.1110
H -6.6026 -0.4959 0.9792 0.1200
H -5.6935 -4.2036 1.9219 0.1211
H -6.5944 -3.2421 3.1405 0.1246
C -1.9718 3.9934 -2.0855 -0.1620
C -0.4714 4.0114 -1.8560 -0.1673
C -0.3130 5.0102 -0.7314 -0.1804
O -1.6078 5.1305 -0.1217 -0.1343
C -2.4860 4.1637 -0.6855 -0.2112
H -2.2893 3.0391 -2.5058 0.1025
H -2.3360 4.8397 -2.6680 0.1233
H 0.0597 4.2890 -2.7665 0.1115
H -0.1591 3.0200 -1.5279 0.0909
H -0.0575 6.0107 -1.0805 0.1206
H 0.4346 4.7232 0.0081 0.0964
H -3.5245 4.4911 -0.7346 0.1069
H -2.3976 3.2536 -0.0921 0.1012
C -3.5011 1.9093 5.3158 -0.1849
C -4.6947 2.3572 6.1079 -0.1851
C -4.1502 3.4732 6.9987 -0.1771
O -2.7163 3.3221 7.0242 -0.1350
C -2.3845 2.1020 6.3569 -0.2001
H -3.2980 2.5963 4.4943 0.1025
H -3.5386 0.9405 4.8177 0.0957
H -5.1216 1.5010 6.6301 0.1106
H -5.4957 2.7425 5.4770 0.1080
H -4.5023 3.3605 8.0241 0.1158
H -4.4369 4.4215 6.5440 0.1164
H -2.3778 1.2668 7.0572 0.1137
H -1.4219 2.1168 5.8456 0.1071
C -6.7079 2.3713 -1.4454 -0.1537
C -6.2904 1.0704 -2.0897 -0.1707
C -4.8021 1.0152 -1.8511 -0.2050
O -4.6419 1.6343 -0.5629 -0.1535
C -5.6782 2.5601 -0.3402 -0.2092
H -7.6807 2.2859 -0.9611 0.1099
H -6.7849 3.2557 -2.0779 0.1138
H -6.3866 1.1739 -3.1705 0.1083
H -6.8877 0.2118 -1.7831 0.1171
H -4.2563 1.5674 -2.6163 0.1066
H -4.4850 -0.0273 -1.8765 0.0874
H -5.2878 3.5771 -0.3041 0.0965
H -6.1271 2.3293 0.6259 0.1168
C 5.3271 -2.7610 0.8871 -0.1475
C 4.8891 -1.4780 1.6119 -0.1653
C 3.7874 -1.9744 2.5205 -0.1817
O 3.1595 -2.9195 1.6424 -0.1855
C 4.0863 -3.6930 0.8595 -0.1601
H 6.1059 -3.2646 1.4598 0.1102
H 5.7338 -2.4559 -0.0771 0.0872
H 4.5396 -0.6856 0.9500 0.0975
H 5.6945 -1.0575 2.2140 0.1075
H 3.2160 -1.2026 3.0362 0.1124
H 4.1314 -2.6064 3.3393 0.1203
H 3.6672 -3.7961 -0.1414 0.1050
H 4.3447 -4.6695 1.2689 0.1165
C 1.0066 4.4313 2.9803 -0.2218
C -0.4151 4.4790 3.2928 -0.1728
C -0.3501 5.2510 4.5791 -0.2343
O 0.6389 6.2101 4.3706 -0.1409
C 1.5909 5.7722 3.3582 -0.1365
H 1.1951 4.1977 1.9324 0.0887
H 1.4991 3.6163 3.5107 0.1127
H -0.9080 3.5205 3.4555 0.1006
H -0.9428 5.1155 2.5825 0.1222
H 0.0784 4.6708 5.3964 0.1190
H -1.2404 5.7393 4.9753 0.1267
H 2.5883 5.7442 3.7969 0.1005
H 1.5216 6.4127 2.4789 0.1215
C -2.0621 -1.2888 -0.7295 -0.0475
C -1.0051 -0.1400 -0.7298 -0.1990
N -0.1832 -0.2345 0.4932 -0.1588
C -1.0194 -0.1686 1.7291 -0.2270
C -1.8178 1.1438 1.9041 -0.0553
C 0.9806 0.6673 0.5010 -0.2177
C 1.9566 0.3409 -0.6546 -0.0657
H -2.8038 -1.1834 0.0622 0.0456
H -1.5819 -2.2472 -0.5320 0.0572
H -2.4987 -1.3429 -1.7268 0.0478
H -0.2891 -0.2401 -1.5456 0.0857
H -1.4042 0.8660 -0.8593 0.1004
H -1.6250 -1.0740 1.7698 0.0848
H -0.4481 -0.2404 2.6546 0.0805
H -1.2325 2.0201 1.6254 0.0594
H -2.6725 1.1089 1.2286 0.0500
H -2.1499 1.2143 2.9398 0.0527
H 1.4380 0.5511 1.4836 0.1056
H 0.7116 1.7216 0.4351 0.0929
H 2.2522 -0.7078 -0.6251 0.0668
H 2.8804 0.9109 -0.5555 0.0394
H 1.6546 0.5551 -1.6799 0.0461
C 3.1383 1.5901 -7.3389 -0.0927
C 3.4733 0.7653 -6.1404 -0.2689
N 3.0349 1.3245 -4.8096 -0.1422
C 3.9355 2.4255 -4.4179 -0.2762
C 4.0416 2.5692 -2.9200 -0.1108
C 1.5756 1.6376 -4.5928 -0.2210
C 0.7917 0.3417 -4.6530 -0.0859
H 3.6444 2.5554 -7.3397 0.0743
H 2.0608 1.7502 -7.3775 0.0685
H 3.4737 1.0467 -8.2223 0.0791
H 3.0215 -0.2190 -6.2633 0.0904
H 4.5406 0.5441 -6.1381 0.1071
H 3.7462 3.4260 -4.8069 0.1095
H 4.9541 2.2101 -4.7407 0.1101
H 4.9546 3.0987 -2.6479 0.0704
H 4.2405 1.5904 -2.4836 0.0592
H 3.2124 3.0335 -2.3862 0.0636
H 1.3208 2.1722 -3.6777 0.0901
H 1.2545 2.2815 -5.4116 0.0993
H 1.1164 -0.3018 -3.8353 0.0576
H -0.2838 0.4928 -4.5602 0.0642
H 0.9270 -0.2178 -5.5786 0.0682
```

Results
* LUMO level: 0.5 eV
* net charge: 0
* energy above the lowest of the compared OMol25 structures with the same formula, charge and spin: 2.871 eV
* E_tot: -3373.76498 Eh
* maximum force: 3.8 eV/Å



Please write out number 2 again, unchanged.
ORCA calculation (wB97M-V/def2-TZVPD) on the molecule C22H21NO7.

Geometry as XYZ:
```
51
Properties=species:S:1:pos:R:3:lowdin_charge:R:1
C 0.7269 1.6019 -2.8738 -0.0516
O 1.2866 0.3920 -2.4210 -0.1163
C 1.0713 -0.0120 -1.1355 -0.1776
C 0.4756 0.7786 -0.1716 0.0499
C 0.2588 0.3329 1.1446 -0.1815
C -0.3349 1.2760 2.0486 0.0778
C -0.5384 1.2957 3.3918 -0.0277
C -0.3854 0.2206 4.3891 -0.4009
O -0.4986 -0.9584 4.1787 0.1299
O -0.1901 0.6278 5.6645 0.0978
C 0.0395 1.9960 5.9340 -0.5508
C 1.4713 2.3802 5.5463 0.0344
C -0.2197 2.2038 7.4226 0.0287
O -0.8886 2.8076 5.2382 0.0994
C -1.0990 2.5661 3.9279 -0.4284
O -1.7222 3.3532 3.2677 0.1351
C 0.6433 -0.9730 1.4657 0.0054
C 1.2396 -1.7673 0.5136 0.0230
C 1.4790 -1.3179 -0.7843 -0.1786
O 2.0570 -2.2372 -1.6047 -0.0280
C 2.5744 -1.8899 -2.8723 -0.0731
C 1.5210 -1.6099 -3.9560 -0.4624
O 1.8121 -1.0175 -4.9689 0.0777
N 0.3105 -2.1339 -3.6496 0.1504
C -0.9002 -2.0226 -4.3416 -0.2149
C -1.0047 -1.3887 -5.5753 -0.0132
C -2.2350 -1.3128 -6.2030 -0.0805
C -3.3634 -1.8618 -5.6181 -0.1004
C -3.2591 -2.4920 -4.3890 -0.0900
C -2.0362 -2.5725 -3.7514 -0.0302
H -0.3556 1.6250 -2.7173 0.1055
H 1.1912 2.4661 -2.3893 0.0992
H 0.9414 1.6243 -3.9411 0.1000
H 0.1682 1.7798 -0.4297 0.1134
H -0.6255 2.2105 1.5734 0.1305
H 1.6355 3.4305 5.7696 0.0992
H 2.1726 1.7731 6.1116 0.0985
H 1.6356 2.2136 4.4829 0.0916
H 0.4573 1.5811 7.9979 0.0957
H -1.2441 1.9228 7.6491 0.0978
H -0.0721 3.2492 7.6727 0.0960
H 0.4556 -1.3687 2.4482 0.0944
H 1.5390 -2.7761 0.7501 0.1263
H 3.2460 -1.0289 -2.8185 0.1431
H 3.1554 -2.7644 -3.1847 0.1451
H 0.2522 -2.6327 -2.7696 0.1442
H -0.1265 -0.9641 -6.0315 0.0995
H -2.3092 -0.8205 -7.1611 0.1038
H -4.3193 -1.8002 -6.1158 0.0987
H -4.1331 -2.9227 -3.9236 0.1028
H -1.9560 -3.0627 -2.7906 0.1109
```

Results
* LUMO level: -0.8 eV
* net charge: 0
* SMILES: COc1cc(C=C2C(=O)OC(C)(C)OC2=O)ccc1OCC(=O)Nc1ccccc1
* energy above the lowest of the compared OMol25 structures with the same formula, charge and spin: 0.049 eV
* E_tot: -1432.39938 Eh
* maximum force: 1.0 eV/Å



Q: Among the records above, which one has the lowest energy above the lowest of the compared OMol25 structures with the same formula, charge and spin?
A: CH14BaO10



Q: Number 2 is which compound?
A: C22H21NO7